Density functional theory data (ωB97M-V/def2-TZVPD) for 2 unconnected molecules or ions with the total composition C3H9ClNOP at a distorted geometry.

Summary:
- HOMO level (eV) = -9.6
- orbital gap (eV) = 10.256
- relative energy (zero: lowest compared OMol25 entry of this formula, charge and spin) (kJ/mol) = 169.9
- SMILES string = CP(O)Cl.C=NC
- charge = 0

Bonds (Å) are listed after each position.
Element x y z (Å)
1 C 2.48722 1.39622 1.14626  N4 1.286, H9 1.087, H10 1.061
2 C 1.90173 -0.59839 0.01385  N4 1.431, H11 1.134, H12 1.086, H13 1.029
3 C -1.96688 -0.72944 -1.35439  P6 1.884, H14 1.096, H15 1.179, H16 1.094
4 N 2.31046 0.12311 1.17974  C1 1.286, C2 1.431
5 O -3.44568 0.31447 0.63983  P6 1.684, H8 0.962
6 P -1.90841 -0.35633 0.49104  C3 1.884, O5 1.684, Cl7 2.053
7 Cl -0.84187 1.38272 0.26212  P6 2.053
8 H -3.82252 -0.05868 1.44272  O5 0.962
9 H 3.01497 1.68670 2.05070  C1 1.087
10 H 2.38630 1.97901 0.26547  C1 1.061
11 H 0.96761 -1.21842 0.18174  C2 1.134
12 H 1.83524 -0.02893 -0.90789  C2 1.086
13 H 2.67211 -1.28059 0.00655  C2 1.029
14 H -1.23317 -0.10002 -1.86981  C3 1.096
15 H -1.41564 -1.71284 -1.70066  C3 1.179
16 H -2.94147 -0.79860 -1.84727  C3 1.094